1.
The following is a DFT calculation (ωB97M-V with the def2-TZVPD basis set) of a cluster of 6 separate species, C21H57N3O9 in total in a non-equilibrium geometry.

Geometry (Å):
C -0.322 7.697 4.777
O 0.686 6.750 4.470
C 0.980 6.657 3.105
C 1.770 5.376 2.856
N 0.844 4.259 3.110
C 1.604 3.006 3.265
C 0.699 1.795 3.230
O 0.055 1.728 4.487
C -0.883 0.656 4.556
H -0.217 8.653 4.257
H -0.331 7.761 5.861
H -1.284 7.280 4.440
H 1.535 7.533 2.743
H 0.068 6.627 2.495
H 2.651 5.313 3.505
H 2.066 5.274 1.813
H 0.332 4.375 3.976
H 2.170 3.042 4.205
H 2.395 2.947 2.512
H 1.223 0.855 3.024
H -0.029 1.900 2.416
H -0.440 -0.254 4.150
H -1.780 0.913 3.983
H -1.149 0.639 5.611
C 2.109 -0.422 -1.742
O 1.283 0.726 -1.869
C 1.448 1.633 -0.808
C 0.362 2.710 -0.908
N -0.946 2.100 -1.075
C -2.029 3.069 -1.219
C -3.358 2.360 -1.305
O -4.420 3.278 -1.048
C -5.625 2.645 -0.737
H 1.807 -0.978 -0.846
H 3.171 -0.173 -1.712
H 1.896 -1.062 -2.598
H 2.382 2.204 -0.852
H 1.304 1.127 0.151
H 0.537 3.411 -1.742
H 0.470 3.309 0.002
H -0.880 1.525 -1.909
H -1.859 3.652 -2.134
H -2.060 3.774 -0.388
H -3.461 1.538 -0.584
H -3.594 1.927 -2.287
H -5.953 1.975 -1.549
H -6.405 3.384 -0.591
H -5.501 1.961 0.113
C 5.721 -6.086 -0.935
O 5.055 -5.078 -1.689
C 5.263 -5.221 -3.079
C 4.705 -3.966 -3.766
N 3.272 -3.757 -3.556
C 2.403 -4.871 -3.940
C 0.955 -4.446 -3.899
O 0.534 -4.292 -2.556
C -0.866 -4.225 -2.453
H 6.795 -5.912 -0.842
H 5.469 -7.067 -1.340
H 5.307 -5.962 0.068
H 4.804 -6.124 -3.491
H 6.344 -5.236 -3.273
H 4.931 -4.018 -4.834
H 5.188 -3.085 -3.339
H 3.169 -3.669 -2.547
H 2.555 -5.751 -3.304
H 2.591 -5.200 -4.967
H 0.390 -5.294 -4.316
H 0.789 -3.547 -4.497
H -1.338 -5.164 -2.760
H -1.290 -3.386 -3.015
H -1.127 -4.023 -1.414
C -2.009 -2.578 3.181
O -3.303 -2.649 3.744
H -1.843 -1.586 2.759
H -1.169 -2.755 3.866
H -1.887 -3.315 2.378
H -3.600 -3.560 3.721
C -5.502 -1.494 -1.903
O -4.382 -2.332 -1.618
H -5.223 -0.749 -2.648
H -6.346 -2.050 -2.331
H -5.835 -1.014 -0.976
H -4.694 -2.883 -0.893
C -1.571 -1.039 -0.268
O -1.349 -0.076 0.768
H -2.064 -1.909 0.160
H -2.339 -0.604 -0.915
H -0.651 -1.262 -0.806
H -1.173 0.782 0.316

Output
SMILES: COCCNCCOC.COCCNCCOC.COCCNCCOC.CO.CO.CO
Highest occupied orbital energy: -8.65 eV
Frontier orbital gap: 9.263 eV
E: -1675.53920 hartree
Relative energy (zero: lowest compared OMol25 entry of this formula, charge and spin): 0.4828 eV


2.
The following is a DFT calculation (ωB97M-V with the def2-TZVPD basis set) of a cluster of 9 separate species, C21H57N4O14 in total in a non-equilibrium geometry.

Geometry (Å):
C -1.687 1.339 4.093
N -1.745 2.505 3.073
C -0.761 2.087 1.884
C -3.221 2.804 2.500
C -1.040 3.744 3.680
C -1.708 4.313 5.045
O -3.066 4.789 4.813
H -0.691 1.509 4.501
H -2.008 0.461 3.533
H -2.423 1.706 4.809
H -0.614 2.873 1.143
H -1.373 1.261 1.521
H 0.137 1.692 2.359
H -4.005 2.913 3.249
H -3.502 1.960 1.871
H -3.261 3.694 1.871
H -1.090 4.628 3.044
H 0.029 3.534 3.731
H -1.110 5.082 5.533
H -1.801 3.540 5.807
H -3.457 5.214 5.581
O 0.903 -0.858 -1.891
C 0.469 -0.407 -0.597
C 0.588 -1.374 0.702
O -0.190 -1.263 1.871
H -0.573 -0.097 -0.676
H 0.789 0.595 -0.310
H 1.639 -1.508 0.961
H 0.579 -2.431 0.436
C 2.816 1.105 2.130
C 2.454 0.937 3.633
O 1.586 -0.223 3.931
O 3.643 0.032 1.735
H 3.323 2.039 1.888
H 1.970 1.146 1.445
H 1.863 1.798 3.944
H 3.335 0.847 4.269
H 0.998 -0.301 3.176
H 3.122 -0.727 1.463
C 3.810 -0.609 -3.728
C 5.140 -1.221 -4.235
O 4.883 -2.487 -4.860
O 3.509 -1.204 -2.509
H 3.023 -0.602 -4.482
H 4.189 0.393 -3.528
H 5.852 -1.474 -3.450
H 5.605 -0.505 -4.913
H 4.617 -3.198 -4.273
H 2.610 -0.950 -2.289
C -3.215 -2.789 2.508
C -3.758 -1.579 1.755
O -2.872 -0.859 0.909
O -2.151 -2.490 3.453
H -3.000 -3.641 1.862
H -4.065 -3.031 3.145
H -4.016 -0.774 2.442
H -4.694 -1.802 1.243
H -1.972 -0.983 1.219
H -1.468 -2.244 2.824
C -0.724 -2.495 -6.130
C -0.487 -1.812 -4.808
O 0.765 -2.110 -4.373
O -2.041 -2.061 -6.700
H -0.842 -3.575 -6.043
H 0.031 -2.191 -6.855
H -1.206 -2.041 -4.022
H -0.405 -0.728 -4.883
H 0.921 -1.635 -3.553
H -2.266 -2.705 -7.375
O 2.725 3.725 -3.502
C 2.014 2.702 -3.508
N 2.089 1.833 -2.458
C 1.127 2.228 -4.705
H 2.788 1.835 -1.729
H 1.565 0.975 -2.554
H 0.220 2.832 -4.736
H 0.770 1.207 -4.577
H 1.758 2.242 -5.594
O 0.347 -6.495 3.269
C 0.704 -5.602 2.509
N 0.016 -4.469 2.514
C 1.726 -5.813 1.369
H -0.790 -4.357 3.112
H 0.321 -3.558 2.203
H 1.335 -6.464 0.588
H 2.610 -6.367 1.683
H 1.974 -4.842 0.940
O -3.052 3.564 -0.775
C -2.624 2.652 -1.440
N -3.417 1.674 -1.555
C -1.216 2.569 -2.050
H -2.968 0.770 -1.600
H -4.195 1.730 -0.914
H -0.480 2.915 -1.324
H -1.088 3.355 -2.794
H -0.949 1.601 -2.473

Output
Net charge: -1
Highest occupied orbital energy: -4.87 eV
Frontier orbital gap: 6.159 eV
E: -2106.56017 hartree